Record 1
Entry from the OMol25 dataset: a structure of composition C21H38BCl23NO3S2 at a distorted geometry (wB97M-V/def2-TZVPD).

Summary:
- HOMO energy (Eh) = -0.42544

ORCA input file:
```
! RIJCOSX wB97M-V def2-TZVPD def2/J DEFGRID3
* xyz 1 1
C -2.18 -1.31 -2.73
B -2.32 -2.04 -1.30
O -3.58 -2.75 -1.03
C -1.21 -2.09 -0.12
C -0.85 -3.53 0.47
C 0.18 -3.64 1.63
C 0.80 -2.33 2.16
N 0.47 -1.00 1.57
S 1.33 0.38 2.28
C -0.50 -0.86 0.48
C -0.79 0.62 -0.03
C -1.67 1.46 1.02
C -0.99 2.81 1.55
C -0.27 3.71 0.43
S 1.33 4.49 1.05
O 2.53 3.89 0.36
O 1.47 4.39 2.55
Cl 1.34 6.56 0.64
H -3.23 -0.94 -3.02
H -1.39 -0.48 -2.77
H -1.92 -2.13 -3.51
H -3.53 -3.53 -1.64
H -1.37 -4.43 0.02
H 0.41 -4.69 2.02
H 1.54 -2.42 3.03
H 2.42 -0.18 2.94
H -1.36 0.65 -1.03
H 0.23 1.11 -0.27
H -2.75 1.67 0.66
H -1.80 0.79 1.94
H -0.32 2.58 2.46
H -1.84 3.46 1.98
H -0.08 3.19 -0.57
H -0.97 4.60 0.20
C 5.25 3.86 2.37
Cl 6.64 4.95 2.39
Cl 5.55 2.42 3.35
H 4.39 4.38 2.77
H 5.06 3.55 1.34
C -4.32 -5.60 1.33
Cl -2.89 -4.54 1.34
Cl -4.05 -7.04 2.31
H -5.17 -5.05 1.73
H -4.53 -5.90 0.30
C 4.47 -2.03 1.28
Cl 2.76 -1.62 1.06
Cl 4.67 -3.73 1.70
H 5.00 -1.83 0.35
H 4.89 -1.41 2.07
C -8.24 -4.85 0.60
Cl -6.82 -3.80 0.61
Cl -7.97 -6.30 1.58
H -9.09 -4.30 1.00
H -8.45 -5.15 -0.43
C -0.52 1.42 -5.48
Cl -2.09 1.66 -4.69
Cl 0.57 0.48 -4.45
H -0.68 0.88 -6.41
H -0.07 2.39 -5.68
C 7.52 6.62 -0.89
Cl 8.77 7.85 -0.68
Cl 6.12 7.27 -1.75
H 7.93 5.79 -1.46
H 7.20 6.27 0.09
C -1.96 -1.33 4.78
Cl -1.15 -2.31 3.54
Cl -2.25 0.32 4.22
H -2.92 -1.78 5.03
H -1.33 -1.29 5.67
C -2.12 -2.25 -7.43
Cl -0.71 -1.35 -8.00
Cl -2.62 -1.70 -5.82
H -2.94 -2.10 -8.12
H -1.87 -3.31 -7.38
C 3.29 -2.57 -7.96
Cl 1.84 -3.58 -7.85
Cl 2.96 -1.08 -8.86
H 3.62 -2.32 -6.96
H 4.07 -3.13 -8.48
C -1.51 6.60 2.73
Cl -2.12 6.44 1.08
Cl -2.75 6.16 3.91
H -0.65 5.95 2.86
H -1.21 7.64 2.90
C 2.22 -1.58 5.94
Cl 3.05 -2.58 4.74
Cl 1.91 0.05 5.33
H 1.28 -2.05 6.20
H 2.85 -1.51 6.83
*
```

---

Record 2
Entry from the OMol25 dataset: a cluster of 6 separate species, C21H38Cl3F3O17PS in total at a distorted geometry (wB97M-V/def2-TZVPD).

Summary:
- HOMO energy (Eh) = -0.43887

ORCA input file:
```
! RIJCOSX wB97M-V def2-TZVPD def2/J DEFGRID3
* xyz 1 1
C 4.31 5.62 1.56
C 3.01 5.17 2.07
Cl 2.67 5.32 3.73
C 2.08 4.66 1.26
Cl 2.33 4.46 -0.42
S 0.50 4.16 1.83
C -0.64 5.36 1.12
C -1.97 5.50 1.89
O -2.21 6.82 2.21
C -3.14 4.91 1.11
F -4.27 5.16 1.76
F -3.01 3.57 1.07
F -3.23 5.39 -0.14
P 0.21 2.21 0.76
O -1.03 1.53 1.47
Cl 1.78 1.24 1.60
H 4.97 4.80 1.33
H 4.80 6.20 2.33
H 4.22 6.25 0.69
H -0.14 6.31 1.22
H -0.76 5.14 0.07
H -1.94 4.95 2.81
H -2.32 7.36 1.43
H -0.83 1.20 2.35
C 8.36 4.17 4.20
O 8.18 5.22 3.25
C 9.31 5.84 2.90
O 10.40 5.58 3.31
O 9.00 6.79 2.02
C 10.13 7.54 1.56
H 7.38 3.75 4.39
H 9.01 3.39 3.80
H 8.78 4.55 5.13
H 10.84 6.90 1.05
H 10.61 8.06 2.39
H 9.74 8.27 0.86
C -5.35 1.59 0.69
O -5.31 0.19 0.40
C -4.99 -0.55 1.46
O -4.74 -0.14 2.56
O -5.02 -1.83 1.10
C -4.76 -2.74 2.18
H -5.64 2.10 -0.23
H -6.09 1.79 1.45
H -4.37 1.95 1.00
H -5.52 -2.64 2.95
H -3.78 -2.57 2.60
H -4.81 -3.74 1.76
C 0.21 -2.97 -0.36
O 0.88 -3.88 0.50
C 0.70 -5.16 0.18
O 0.04 -5.57 -0.74
O 1.36 -5.91 1.04
C 1.24 -7.33 0.81
H 0.43 -1.97 0.01
H 0.57 -3.06 -1.38
H -0.86 -3.13 -0.34
H 1.64 -7.59 -0.17
H 0.21 -7.64 0.89
H 1.83 -7.81 1.58
C -5.57 1.47 -6.10
O -5.28 0.16 -5.60
C -5.51 0.01 -4.30
O -5.91 0.86 -3.55
O -5.21 -1.24 -3.97
C -5.42 -1.55 -2.59
H -5.34 1.44 -7.16
H -6.62 1.71 -5.97
H -4.95 2.21 -5.62
H -6.46 -1.43 -2.32
H -4.80 -0.92 -1.95
H -5.13 -2.58 -2.45
C -0.49 -7.39 -3.69
O -0.25 -8.72 -4.15
C 0.10 -9.57 -3.20
O 0.23 -9.32 -2.03
O 0.29 -10.76 -3.76
C 0.68 -11.79 -2.84
H -0.76 -6.80 -4.55
H -1.31 -7.37 -2.97
H 0.41 -6.97 -3.23
H -0.10 -11.95 -2.09
H 1.62 -11.55 -2.37
H 0.79 -12.70 -3.43
*
```

---

Record 3
Entry from the OMol25 dataset: a structure of composition C21H38MgN5O at a distorted geometry (wB97M-V/def2-TZVPD).

Summary:
- HOMO energy (Eh) = -0.45323

ORCA input file:
```
! RIJCOSX wB97M-V def2-TZVPD def2/J DEFGRID3
* xyz 1 1
Mg -5.27 1.43 1.68
C -1.03 -0.37 0.34
O -2.35 -0.11 0.73
H -0.62 0.48 -0.19
H -0.38 -0.65 1.17
H -1.06 -1.16 -0.42
C -4.68 0.43 -4.89
C -4.15 -1.06 -5.01
C -4.79 -2.02 -3.98
C -6.14 -2.47 -4.14
N -7.21 -2.89 -4.32
H -5.73 0.56 -5.18
H -4.09 1.12 -5.49
H -4.65 0.80 -3.87
H -3.08 -0.97 -4.78
H -4.31 -1.46 -6.01
H -4.63 -1.60 -2.99
H -4.11 -2.87 -3.97
C 1.76 -4.66 4.38
C 2.29 -5.45 3.16
C 2.33 -4.73 1.78
C 3.14 -3.50 1.81
N 3.77 -2.51 1.85
H 1.83 -5.26 5.29
H 0.72 -4.38 4.20
H 2.39 -3.79 4.55
H 1.71 -6.38 3.12
H 3.31 -5.75 3.40
H 1.33 -4.47 1.43
H 2.70 -5.38 0.98
C 3.29 4.18 0.06
C 1.95 4.86 -0.37
C 0.97 4.99 0.83
C 1.46 5.72 2.00
N 1.86 6.29 2.93
H 4.04 4.35 -0.71
H 3.11 3.10 0.02
H 3.63 4.46 1.05
H 1.45 4.28 -1.15
H 2.07 5.88 -0.74
H 0.76 4.01 1.26
H 0.03 5.45 0.53
C 2.67 -0.89 -5.22
C 2.48 -2.42 -5.20
C 2.36 -3.03 -6.61
C 1.58 -2.31 -7.59
N 0.97 -1.73 -8.36
H 1.82 -0.39 -5.68
H 3.63 -0.66 -5.68
H 2.80 -0.52 -4.20
H 1.56 -2.71 -4.69
H 3.35 -2.90 -4.76
H 2.12 -4.09 -6.69
H 3.36 -2.93 -7.03
C -0.46 1.74 6.98
C -0.41 3.21 7.24
C -1.64 4.02 6.84
C -2.14 3.70 5.55
N -2.49 3.45 4.45
H -1.28 1.24 7.51
H 0.45 1.22 7.28
H -0.62 1.49 5.93
H 0.41 3.75 6.77
H -0.23 3.35 8.31
H -1.51 5.10 6.97
H -2.43 3.81 7.57
*
```